1.
# C3H10N3

A 2-piece molecular cluster, C3H10N3 overall (ωB97M-V with the def2-TZVPD basis set, OMol25).

The geometry in XYZ format:
```
16
Properties=species:S:1:pos:R:3:nbo_charge:R:1
N -0.44705 1.94013 -0.24627 -0.70
C -1.45143 1.41262 -0.88476 0.40
N -2.27680 2.07175 -1.66097 -0.70
H -0.18110 2.90668 -0.37208 0.43
H 0.16698 1.33911 0.29226 0.46
H -1.63717 0.35397 -0.74616 0.24
H -3.02533 1.56788 -2.10899 0.44
H -2.16695 3.05589 -1.85854 0.43
C 0.66606 -0.85347 0.92186 -0.65
C 1.48648 -1.81001 1.37005 0.08
N 2.21257 -2.69175 0.61325 -0.78
H 0.48105 -0.76321 -0.14329 0.17
H 0.14585 -0.24261 1.64515 0.21
H 1.67529 -1.89088 2.43448 0.21
H 1.90121 -2.84159 -0.33493 0.38
H 2.45034 -3.55451 1.07892 0.40
```

Summary:
Charge: +1
ΔE to the lowest compared entry with this formula, charge and spin: 1.394 eV
E_LUMO: -3.59 eV
HOMO: -0.426 hartree
E: -284.3247 a.u.

---

2.
# C3H10N3

An isolated ion of composition C3H10N3 and charge +1 in a non-equilibrium geometry (ωB97M-V with the def2-TZVPD basis set, OMol25).

The geometry in XYZ format:
```
16
Properties=species:S:1:pos:R:3:nbo_charge:R:1
C -1.19162 1.01298 -0.88010 -0.26
C -1.17221 0.07817 0.30339 -0.09
C 0.53932 -0.44283 0.79778 0.12
N 1.17767 -0.82171 -0.52743 -0.74
N 1.42194 0.43246 1.38138 -0.85
N -1.21777 -0.37666 -1.07826 -0.64
H -2.07517 1.53186 -0.89220 0.22
H -0.45738 1.70246 -1.19517 0.21
H -1.95947 -0.31744 1.01357 0.26
H 0.44889 -1.47262 1.33083 0.22
H 1.78020 -1.64847 -0.36995 0.44
H 1.89536 -0.03852 -0.66892 0.44
H 1.17690 0.40657 2.38454 0.41
H 1.36134 1.42984 1.07925 0.39
H -2.12715 -0.56474 -1.49922 0.41
H 0.39915 -0.91136 -1.17951 0.46
```

Summary:
Charge: +1
ΔE to the lowest compared entry with this formula, charge and spin: 3.937 eV
E_LUMO: -3.01 eV
HOMO: -0.512 hartree
E: -284.2313 a.u.
SMILES: N[C@H]([NH3+])[C@H]1CN1

---

3.
# C3H10N3

An isolated ion of composition C3H10N3 and charge +1 in a non-equilibrium geometry (ωB97M-V with the def2-TZVPD basis set, OMol25).

The geometry in XYZ format:
```
16
Properties=species:S:1:pos:R:3:nbo_charge:R:1
C -0.26481 -0.76877 -0.50244 0.02
C -0.12428 0.73080 -0.47014 0.06
C 2.15199 -0.06729 0.17441 -0.43
N 0.73111 0.00319 0.42256 -0.38
N -1.42489 -1.16122 0.27723 -0.74
N -1.24661 1.31288 0.23075 -0.82
H 0.11626 -1.40998 -1.27919 0.24
H 0.30009 1.27141 -1.31209 0.23
H 2.53215 0.93413 -0.02493 0.22
H 2.61987 -0.44851 1.08012 0.23
H 2.41945 -0.71179 -0.66821 0.20
H -1.17933 -1.69006 1.11739 0.44
H -2.12947 -1.66668 -0.26493 0.44
H -1.73135 -0.07966 0.54393 0.45
H -1.82283 1.90052 -0.36380 0.41
H -0.94736 1.85103 1.03935 0.42
```

Summary:
Charge: +1
ΔE to the lowest compared entry with this formula, charge and spin: 2.483 eV
E_LUMO: -2.99 eV
HOMO: -0.521 hartree
E: -284.2847 a.u.
SMILES: CN1[C@H](N)[C@@H]1[NH3+]

---

4.
# C3H10N3

An isolated ion of composition C3H10N3 and charge +2 in a non-equilibrium geometry (ωB97M-V with the def2-TZVPD basis set, OMol25).

The geometry in XYZ format:
```
16
Properties=species:S:1:pos:R:3:nbo_charge:R:1
C 0.36059 -2.46600 0.26487 -0.62
C 0.92047 -1.14429 0.77081 -0.24
N -0.07586 -0.02859 0.61615 -0.17
C -0.41486 0.90206 -0.26629 0.61
N -1.19431 1.98814 0.01903 -0.68
N 0.38047 0.96238 -1.34403 -0.63
H 0.21124 -2.61526 -0.79630 0.27
H 0.81915 -3.40446 0.64052 0.32
H -0.63554 -2.38874 0.50906 0.21
H 1.81777 -0.77726 0.39848 0.25
H 1.13316 -1.26671 1.82142 0.34
H -0.82830 -0.65567 0.81693 0.45
H -1.39964 2.09145 1.01212 0.46
H -1.06886 2.89971 -0.51280 0.48
H -0.08041 1.71298 -1.98940 0.48
H 1.06207 0.19989 -1.55440 0.48
```

Summary:
Charge: +2
2S+1: 2
ΔE to the lowest compared entry with this formula, charge and spin: 3.717 eV
E_LUMO (spin up / spin down): -9.56 / -14.52 eV
HOMO (spin up / spin down): -0.786 / -0.771 hartree
E: -283.7518 a.u.
⟨S²⟩: 0.7570